17
Properties=species:S:1:pos:R:3:forces:R:3 method="wB97M-V/def2-TZVPD" orbital_gap_ev=10.4 largest_force_ha_per_bohr=0.00930 homo_ev=-9.68 e_lumo_ev=0.74 total_energy_ha=-346.92350 de_lowest_ev=2.774
O 2.6663 -0.1185 1.1444 0.3967 -0.0973 0.0266
C 1.7738 -0.4616 0.0997 -0.3276 -0.0280 -0.3060
C 0.4169 0.0027 0.5226 -0.0636 0.2041 -0.0270
C -0.2246 1.0249 -0.0390 0.1177 -0.1145 0.1117
C -1.5606 1.5250 0.4152 -0.0071 0.0138 0.0264
O -2.3708 -1.1030 -1.0213 0.3755 -0.2747 -0.1105
C -1.2325 -1.4915 -1.0926 -0.2801 0.0147 -0.0381
H 3.5370 -0.4700 0.9297 -0.0274 0.0230 0.0702
H 2.0474 0.0205 -0.8538 0.0120 -0.0269 0.2240
H 1.7703 -1.5535 -0.0738 0.0184 0.2130 0.0895
H -0.0308 -0.5188 1.3702 0.0688 0.1017 -0.0979
H -1.4074 2.3971 1.0616 -0.1361 -0.0470 -0.0903
H 0.2460 1.5480 -0.8748 -0.0356 -0.0908 0.1447
H -2.1898 1.8319 -0.4266 0.1189 -0.0656 0.1162
H -2.0998 0.7589 0.9817 0.1150 0.1548 -0.0661
H -0.5367 -1.1737 -1.8947 -0.1968 -0.0400 0.0107
H -0.8023 -2.2116 -0.3660 -0.1489 0.0597 -0.0841

---

15
Properties=species:S:1:pos:R:3:forces:R:3 method="wB97M-V/def2-TZVPD" orbital_gap_ev=8.9 total_charge=+1 largest_force_ha_per_bohr=0.07659 homo_ev=-14.11 e_lumo_ev=-5.23 total_energy_ha=-448.41165 de_lowest_ev=4.150
C -1.0757 -0.9218 -1.1781 -0.7195 -0.8751 0.8681
C -0.7049 1.3404 -0.0958 2.8088 -0.2943 -0.6335
C 1.8536 -0.1893 0.5728 -1.5771 -2.3540 -0.2476
N -0.5611 -0.0771 -0.0492 1.8458 -1.8897 -0.4682
O 1.5465 0.0171 1.7482 1.1168 -0.5639 3.5511
F 2.2220 -1.3330 0.1262 0.2437 0.5759 0.3995
F -1.0539 -0.4275 1.2254 -0.3550 -0.4112 -0.5130
H -1.8783 -0.4145 -1.6966 0.0677 0.5228 -0.3969
H -0.2039 -1.1364 -1.8255 -0.6843 0.0940 0.2496
H -1.6131 -1.8954 -0.8918 1.3849 1.3616 0.2744
H -0.0717 1.7009 0.7375 -0.8434 0.5684 -0.5473
H -0.4317 1.7432 -1.0787 0.7246 -0.3167 0.1944
H -1.6898 1.5425 -0.0882 -3.5815 1.2970 1.0018
H 1.8246 0.6427 -0.0231 0.3691 1.7012 -2.0350
H 1.8374 -0.5917 2.5170 -0.8006 0.5840 -1.6972

---

16
Properties=species:S:1:pos:R:3:forces:R:3 method="wB97M-V/def2-TZVPD" orbital_gap_ev=4.1 largest_force_ha_per_bohr=0.09788 homo_ev=-9.27 e_lumo_ev=-5.14 total_energy_ha=-362.70217 de_lowest_ev=10.432
C 0.2640 2.3661 -0.0577 -3.9487 1.7160 1.9576
N 1.3903 1.7269 -0.2956 2.1882 -4.4509 0.8558
C 1.5789 0.4968 0.4749 -1.8195 2.0034 0.5080
C -1.0007 -0.8960 -1.2594 -1.2808 0.8768 0.7168
C -1.9227 -0.7507 -0.2854 1.6009 0.3538 0.3042
O 0.1107 -2.3694 0.7075 1.9215 -0.1950 0.7765
O -0.8503 2.0054 0.4071 2.5312 -0.0957 -1.1662
H 0.4006 3.4495 -0.1733 0.0593 0.1479 -0.4725
H 0.8214 0.4007 1.2660 0.1764 0.2339 -0.0740
H 1.2544 -0.4820 -0.0991 -0.0068 -0.2363 -0.1876
H 2.5600 0.3702 0.9378 0.2545 -0.1737 -0.9447
H -0.6524 -0.1805 -1.9483 -0.3843 1.2881 -0.9367
H -0.4341 -1.7665 -1.3370 0.5002 -1.5355 0.1309
H -2.3930 0.2183 -0.0053 0.1901 -1.0841 -0.5381
H -1.7856 -1.5527 0.4563 -1.1931 0.3146 -0.2797
H 0.6584 -3.0361 1.2117 -0.7892 0.8366 -0.6504

---

96
Properties=species:S:1:pos:R:3:forces:R:3 method="wB97M-V/def2-TZVPD" orbital_gap_ev="5.0 / 6.6" spin_multiplicity=6 s2=8.802 largest_force_ha_per_bohr=0.01434 homo_ev="-5.48 / -8.15" e_lumo_ev="-0.46 / -1.54" total_energy_ha=-5119.67853 de_lowest_ev=1.342
Ru -0.0494 0.3200 1.6500 0.6771 0.2759 0.0953
O 1.3927 -2.5735 2.5990 0.0720 -0.0036 0.0757
S 0.0610 -3.0186 2.3395 -0.0130 -0.0898 -0.3138
O -0.6907 -3.6523 3.3889 -0.0282 -0.0074 -0.0568
N -0.7774 -1.7631 1.6839 -0.1697 -0.0530 0.4947
C -2.1462 -1.9278 1.5071 -0.0492 -0.3139 -0.0338
C -2.8617 -3.1168 1.5250 0.0725 0.2645 -0.0279
C -4.2404 -3.1526 1.2665 -0.0790 0.0408 -0.0266
C -4.9451 -2.0188 0.9837 -0.0142 -0.0756 -0.0001
C -4.2637 -0.7844 0.9600 -0.0103 -0.0348 -0.0116
C -4.9186 0.4228 0.6592 0.0368 0.1061 -0.0030
C -4.2047 1.5867 0.6164 -0.1065 -0.0546 -0.0036
C -2.8360 1.5481 0.8940 0.1879 -0.1555 0.0245
N -2.1880 0.4405 1.2098 -0.2323 0.1578 -0.1073
C -2.8783 -0.7408 1.2289 -0.0011 0.0094 -0.0504
C 0.2382 -4.1893 1.0069 0.0134 0.0416 0.0085
C -0.2044 -5.4946 1.1348 -0.1334 0.0788 0.0265
C 0.0299 -6.3945 0.1034 0.0096 -0.0224 -0.0398
C 0.7101 -5.9862 -1.0345 -0.0110 -0.0121 0.0075
C 1.1751 -4.6798 -1.1419 -0.0058 -0.0094 0.0307
C 0.9460 -3.7788 -0.1161 0.1012 0.0670 0.0621
H -2.3763 -4.0447 1.7550 0.1429 -0.1202 0.0450
H -4.7402 -4.1124 1.2963 -0.0211 0.0084 -0.0031
H -6.0078 -2.0416 0.7808 -0.0046 -0.0079 0.0014
H -5.9830 0.4055 0.4577 -0.0026 0.0179 -0.0100
H -4.6648 2.5354 0.3804 -0.0185 0.0042 -0.0119
H -2.2449 2.4431 0.8373 0.0172 0.0127 0.0032
H -0.7199 -5.7959 2.0378 0.0071 -0.0002 0.0036
H -0.3109 -7.4176 0.1947 -0.0011 0.0019 -0.0023
H 0.8938 -6.6918 -1.8344 0.0024 -0.0025 -0.0035
H 1.7292 -4.3712 -2.0189 0.0079 0.0091 -0.0123
H 1.3348 -2.7657 -0.1512 -0.0213 -0.0957 -0.0067
O 1.2876 -0.2680 0.1448 0.2284 -0.2611 -0.3124
C 2.5868 -0.4836 0.2552 -0.0724 0.1110 -0.1782
C 3.3309 -0.4187 1.4392 0.1709 -0.0838 -0.2357
C 4.7306 -0.6280 1.4047 -0.1822 0.0139 -0.0566
C 5.4540 -0.6326 2.5710 0.0649 -0.0272 0.0331
C 4.8750 -0.4474 3.8173 -0.1620 0.0257 0.0482
C 3.5000 -0.2370 3.8593 0.0866 0.0479 0.2211
C 2.7390 -0.2030 2.7084 -0.3814 0.1645 0.1357
O 1.4144 0.0205 2.8457 0.1406 -0.1385 -0.0799
N 6.9047 -0.8493 2.4901 0.2016 0.0376 0.0278
O 7.5393 -0.8639 3.5283 -0.0821 -0.0078 0.0136
O 7.4082 -0.9946 1.3906 -0.0911 -0.0098 -0.0260
H 3.1093 -0.7217 -0.6719 -0.0243 0.0154 -0.0126
H 5.2381 -0.7955 0.4653 -0.0463 0.0070 -0.0183
H 5.4785 -0.4689 4.7102 -0.0017 -0.0038 0.0074
H 2.9831 -0.1016 4.8005 0.0562 -0.0044 0.0164
O -0.2669 1.8957 -0.2200 0.0865 0.2537 0.2713
As -0.1581 1.3925 -1.7932 -0.0978 -0.1738 -0.1564
C -1.2802 -0.1316 -2.0842 -0.0504 0.0429 -0.0492
C -0.8292 -1.4102 -1.7796 0.0926 -0.0992 0.0231
C -1.7062 -2.4831 -1.8576 -0.0354 -0.0213 0.0120
C -3.0274 -2.2757 -2.2280 -0.0091 0.0083 0.0245
C -3.4801 -0.9957 -2.5207 0.0014 -0.0188 -0.0003
C -2.6084 0.0799 -2.4496 0.0333 0.0130 -0.0361
C 1.6177 1.0864 -2.4300 -0.0267 0.1022 0.0255
C 2.5867 2.0114 -2.0594 0.0454 -0.0115 0.0830
C 3.8947 1.8420 -2.4841 0.0011 -0.0198 -0.0053
C 4.2301 0.7539 -3.2800 -0.0181 -0.0101 0.0110
C 3.2575 -0.1634 -3.6519 0.0125 -0.0012 0.0042
C 1.9451 0.0010 -3.2273 -0.0589 -0.1032 -0.1305
C -0.8647 2.8197 -2.8723 0.0054 -0.0593 0.0323
C -0.8944 2.7164 -4.2584 0.0119 -0.0107 -0.0209
C -1.4019 3.7618 -5.0136 -0.0062 0.0037 -0.0102
C -1.8717 4.9078 -4.3839 0.0007 0.0019 -0.0150
C -1.8346 5.0116 -3.0015 -0.0063 0.0123 -0.0112
C -1.3309 3.9649 -2.2413 -0.0064 -0.0171 0.0543
H 0.1932 -1.5556 -1.4478 -0.1731 0.0157 -0.0464
H -1.3579 -3.4774 -1.6066 -0.0100 0.0137 -0.0153
H -3.7110 -3.1133 -2.2765 -0.0039 -0.0048 0.0037
H -4.5134 -0.8342 -2.8012 0.0062 -0.0016 0.0030
H -2.9635 1.0780 -2.6791 0.0139 0.0058 0.0065
H 2.3275 2.8463 -1.4180 -0.0143 -0.0136 -0.0049
H 4.6548 2.5511 -2.1843 0.0015 0.0025 -0.0050
H 5.2532 0.6180 -3.6050 0.0017 -0.0028 0.0024
H 3.5193 -1.0138 -4.2680 0.0055 0.0044 -0.0065
H 1.1872 -0.7197 -3.5186 0.0658 0.0558 0.0291
H -0.5209 1.8253 -4.7511 0.0006 -0.0022 0.0030
H -1.4281 3.6861 -6.0927 0.0008 -0.0012 -0.0021
H -2.2638 5.7242 -4.9764 -0.0012 0.0025 0.0011
H -2.1945 5.9091 -2.5154 0.0000 -0.0020 0.0050
H -1.2863 4.0290 -1.1604 0.0081 -0.0036 -0.0055
C 0.2246 4.6891 2.7529 -0.0090 0.0091 -0.0020
C -0.6060 3.4475 2.4059 -0.0472 0.0145 -0.0489
C -1.7421 3.2887 3.4138 0.0197 0.0127 0.0342
C 0.3217 2.2517 2.4058 -0.1064 0.1508 0.2076
H -0.4070 5.5792 2.7844 -0.0053 0.0152 -0.0001
H 1.0143 4.8553 2.0188 -0.0095 -0.0043 -0.0126
H 0.6959 4.5771 3.7321 -0.0058 -0.0099 0.0055
H -0.9989 3.6151 1.4003 0.0039 -0.0216 0.0162
H -1.3370 3.2873 4.4290 0.0087 -0.0035 -0.0011
H -2.2886 2.3537 3.2869 0.0030 0.0000 -0.0173
H -2.4547 4.1131 3.3445 -0.0039 0.0108 -0.0007
H 0.6657 2.0718 3.4251 -0.0434 -0.0453 0.0105
H 1.2014 2.4365 1.7794 -0.0123 -0.0129 -0.0033

---

47
Properties=species:S:1:pos:R:3:forces:R:3 method="wB97M-V/def2-TZVPD" orbital_gap_ev=5.7 total_charge=+3 largest_force_ha_per_bohr=0.06975 homo_ev=-19.08 e_lumo_ev=-13.39 total_energy_ha=-2695.58750
Ti 0.5196 -0.2541 0.2448 2.7742 1.1891 1.2348
P 0.2314 -1.3110 -1.8754 1.2351 -2.1624 -2.5811
C -0.2358 -2.9804 -1.2401 -0.2898 -0.5991 -0.9189
C -0.5242 -3.0773 0.2352 1.1425 -1.4661 0.9303
N -0.2263 -2.0107 1.0245 -0.8369 2.3708 -0.9999
C -0.4345 -1.9590 2.3694 0.3027 -0.2225 0.6925
C -0.6198 -3.1473 3.0475 0.2010 0.3521 0.2036
C -0.7089 -4.3255 2.3072 -0.4410 -0.3203 -0.3667
C -0.7262 -4.2848 0.8985 0.0693 0.3060 -0.0376
C -0.3669 -0.5930 3.0951 0.6249 -0.7549 -0.7704
P -0.8247 0.8603 1.9940 -0.9511 -0.0243 2.7285
H -0.7885 -5.1844 0.3017 -0.2876 -0.1351 0.1644
H -0.6073 -3.1239 4.1410 -0.3053 -0.2337 -0.3751
H -0.8361 -5.2846 2.8243 0.1754 0.3661 -0.2564
H -1.1105 -0.5559 3.9077 0.2925 -0.1394 -0.2215
H 0.6305 -0.4580 3.5483 -0.2745 0.0241 -0.1419
H -0.9977 -3.3291 -1.9682 -0.3775 0.0693 0.9926
H 0.6077 -3.6432 -1.5698 -0.5431 0.4827 0.8792
H -4.3587 -1.8140 -1.1506 -0.4664 0.2759 0.3726
O -4.9578 -2.5675 -1.2314 1.4654 -0.0831 -0.9080
H -4.5195 -2.9856 -2.0062 -0.9934 -0.1996 0.4944
H -2.9193 0.9623 -0.4948 0.2881 0.2307 0.2233
O -3.2101 1.7328 -1.0015 -2.0517 -2.1107 -0.5269
H -4.0917 1.3025 -1.3127 1.7379 1.7444 0.3252
C -2.6317 0.8660 2.2685 -0.4629 -0.0235 -1.2711
H -2.8607 0.8242 3.3468 0.3267 0.0128 -0.3999
H -3.0453 1.7788 1.8267 0.0397 0.0482 0.1851
H -3.1248 0.0423 1.7290 0.1386 0.0435 0.4068
C -0.2673 2.3014 2.9736 0.7909 0.5862 -0.8028
H -0.6085 3.2093 2.4576 0.0016 -0.1496 0.1118
H -0.6497 2.3260 4.0068 -0.1448 -0.4773 -0.4120
H 0.8295 2.3548 3.0069 -0.2263 -0.0585 0.0229
C 1.8918 -1.9436 -2.4654 0.9687 0.8662 0.2982
H 1.6785 -2.7482 -3.1975 -0.0978 0.4988 0.2830
H 2.5553 -1.1875 -2.9236 -0.5219 -0.2159 0.0646
H 2.4577 -2.3872 -1.6262 -0.3010 0.1462 -0.2463
C -0.6639 -0.9894 -3.4358 -0.7919 0.8634 0.1959
H -0.1839 -0.2042 -4.0480 0.0065 -0.2666 0.4906
H -0.7400 -1.8993 -4.0552 0.1975 0.0936 0.5132
H -1.6730 -0.6338 -3.1739 0.2072 -0.1230 -0.2993
F 4.5732 2.3271 -0.0852 -1.5071 -0.9949 0.4317
C 4.3434 1.0442 0.2345 2.9452 0.7581 -0.2079
F 4.9458 0.3260 -0.7469 -1.2419 -0.0895 0.7204
F 4.9993 0.8031 1.3858 -1.2912 -0.1457 -0.7717
C 2.8319 0.5775 0.3477 1.5249 -0.0422 0.0843
O 1.8824 1.2171 -0.2108 -1.1207 -0.8167 0.2064
O 2.5854 -0.5150 0.9456 -1.9307 0.5263 -0.7412